A cluster of 2 separate species, C4H5Cl3N2O in total, computed with ωB97M-V with the def2-TZVPD basis set.

```
15
Properties=species:S:1:pos:R:3:mulliken_charge:R:1
N 0.530 1.156 -1.228 -0.47
H 0.580 -0.350 1.535 0.27
N 0.050 -0.006 -1.414 -0.18
C 0.373 -0.850 -0.439 0.60
H 0.895 2.031 0.486 0.32
Cl -1.899 0.015 2.080 -0.16
C 1.266 1.136 0.051 -0.58
C 1.117 -0.232 0.668 -0.56
Cl -3.082 -0.849 -0.375 -0.15
C -1.890 0.121 0.362 0.31
H 1.962 -0.880 0.803 0.33
O 0.068 -2.146 -0.678 -0.47
Cl -1.955 1.713 -0.226 -0.11
H -0.218 -2.396 -1.555 0.37
H 2.203 1.539 -0.072 0.47
```

As for the HOMO energy (alpha / beta): -8.43 / -7.84 eV. The HOMO-LUMO gap (alpha / beta) is 8.214 / 7.029 eV. The total charge is 0. Its spin multiplicity is 1.

A structure of composition C50H43N4PS6Ti, computed with ωB97M-V with the def2-TZVPD basis set.

```
105
Properties=species:S:1:pos:R:3:mulliken_spin:R:1
C -0.024 4.002 -3.801 0.00
C 4.381 0.917 0.982 0.00
H -1.904 -2.097 -2.359 -0.02
C -2.184 -1.874 0.281 0.05
H -4.712 2.226 4.350 0.00
H -4.859 1.240 5.811 0.00
H -5.212 -2.054 4.064 0.00
H 1.423 5.074 -4.967 0.00
H 3.753 -6.996 -2.422 0.00
C -5.535 -1.137 4.563 0.00
H 5.409 0.996 1.307 0.00
C 2.252 -1.460 -2.546 0.01
C -2.286 -1.505 -3.181 0.02
C 3.415 0.431 1.839 0.01
C 2.030 -2.420 -5.138 0.00
H 3.938 -3.338 -4.800 0.00
H -0.869 -0.985 6.200 0.00
H 0.540 -4.515 -3.027 0.00
H 1.052 -2.328 0.482 -0.01
S 0.064 3.091 0.105 -0.01
H -1.531 1.232 -5.031 0.00
H 0.465 -4.778 2.951 0.00
H -0.662 4.863 -3.647 0.00
C -2.624 2.923 0.071 0.00
C 2.838 -6.222 -0.629 0.00
H 1.931 -2.811 -6.142 0.00
C -2.660 -2.978 0.951 -0.01
H 4.128 -2.490 -2.482 0.00
C 0.428 1.656 -3.454 0.02
H 2.216 0.913 -4.391 0.00
C -1.328 -0.668 5.273 0.00
P -0.082 0.080 -2.672 0.00
H 3.504 -6.720 0.062 0.00
C 1.692 0.707 0.091 -0.01
N 2.152 -5.784 -2.860 0.00
C -0.398 -3.677 1.307 0.00
C 1.032 -1.614 -4.612 0.00
H -6.268 1.501 4.777 0.00
C 1.142 4.118 -4.545 0.00
H 0.335 2.877 2.499 0.00
H -5.077 -0.566 1.888 0.00
C 0.580 -4.622 1.882 0.00
S -2.562 1.330 -0.638 -0.02
C 1.202 -5.018 -2.330 0.00
H -5.333 -1.240 5.629 0.00
H -6.615 -1.046 4.443 0.00
C -2.060 0.353 -4.688 0.00
C -3.437 -1.907 -3.838 0.00
H 2.165 -5.947 1.881 0.00
C -3.324 -0.095 3.986 0.00
C 4.014 1.340 -0.295 0.00
C -5.189 1.340 4.776 0.00
H -2.971 0.519 1.949 -0.01
C 2.971 -6.375 -1.998 0.00
C 1.538 -5.310 1.267 0.00
N 0.980 -4.804 -1.041 0.00
H -2.864 -1.147 -0.142 -0.01
H -3.571 0.517 -6.193 0.00
C 3.154 -2.722 -4.382 0.00
H 4.763 1.751 -0.961 0.00
H -3.966 -2.792 -3.509 0.00
C -0.002 -2.535 0.627 0.06
C 1.796 -5.422 -0.179 0.00
C 0.854 3.412 1.705 0.00
C 3.261 -2.246 -3.084 0.00
H 0.166 -1.365 -5.212 0.00
H -3.297 -0.712 6.051 0.00
H 2.849 3.089 -5.340 0.00
C 1.943 3.006 -4.754 0.00
N -0.248 0.286 1.936 -0.02
C -1.759 -3.873 1.504 0.02
C -2.539 0.182 2.882 0.00
H -4.811 -1.479 -5.430 0.00
C 1.587 1.776 -4.215 0.00
C -2.695 -0.514 5.175 0.00
C -1.156 0.028 2.961 0.03
H -4.985 1.196 2.074 0.00
C 0.993 0.072 2.317 0.04
C -0.377 2.779 -3.252 0.01
C 2.090 0.358 1.401 -0.05
H 2.464 1.565 -1.730 0.01
N -0.864 -1.628 0.147 -0.04
C -0.559 -0.395 4.146 -0.01
H -6.446 0.339 2.542 0.00
H -1.294 2.686 -2.682 0.01
H -3.726 -3.123 1.051 0.00
C -3.613 5.183 0.971 0.00
H -2.111 -4.735 2.056 0.00
C 2.701 1.230 -0.727 0.00
S -4.184 3.673 0.305 0.00
C -3.216 -0.051 -5.344 0.00
C -1.592 -0.369 -3.595 -0.01
H 3.676 0.143 2.852 0.00
H 2.339 -1.105 -1.528 0.00
C -5.358 0.276 2.527 0.00
H 0.843 4.482 1.895 0.00
S 1.167 -0.464 3.948 0.01
S -1.875 5.269 1.039 0.00
C -4.840 0.090 3.955 0.00
C 1.142 -1.113 -3.314 0.00
Ti -0.359 0.344 -0.132 0.92
C -1.563 3.664 0.420 -0.01
H 1.883 3.069 1.619 0.00
C -3.909 -1.173 -4.918 0.00
S -4.594 6.368 1.489 0.00
```

As for the HOMO energy (alpha / beta): -9.75 / -9.75 eV. The HOMO-LUMO gap (alpha / beta) is 6.788 / 6.573 eV. The total charge is +1. Its spin multiplicity is 2.

A structure of composition C12H27CsGeN2O3, computed with ωB97M-V with the def2-TZVPD basis set.

```
46
Properties=species:S:1:pos:R:3:mulliken_charge:R:1
C 0.592 -3.160 -1.783 0.46
H 2.224 -1.942 -2.476 0.39
N 0.847 -4.334 -2.407 0.11
H -4.046 2.016 3.576 0.33
C 1.420 -4.427 -3.737 -0.94
C -0.666 2.479 3.025 -0.63
C 2.001 3.112 -2.947 -0.98
H -1.430 -1.321 4.534 0.17
H 2.323 2.211 -3.459 0.35
H 0.172 3.616 -0.162 0.17
C 1.209 0.403 -2.315 -0.91
H 0.155 -0.572 4.304 0.10
O 0.672 -0.775 -1.771 -0.05
C 1.125 -1.904 -2.466 -0.86
H -1.188 3.440 3.046 0.36
H -0.997 2.098 6.367 0.34
H 1.472 3.743 -3.667 0.33
O -0.017 -3.104 -0.728 -0.60
C 0.685 3.962 -1.054 -0.90
H 2.890 3.650 -2.613 0.33
H -3.445 1.159 2.166 0.28
H 1.542 4.573 -0.766 0.32
H -0.811 -5.587 -2.006 0.30
C -1.951 1.994 5.846 -1.19
H 0.423 -5.532 -0.748 0.31
Ge -1.665 1.121 4.083 0.23
C -3.486 1.133 3.260 -1.10
H 2.307 0.377 -2.285 0.44
H 0.794 -1.875 -3.513 0.44
H 0.662 -4.358 -4.524 0.32
Cs -1.408 -0.900 0.859 1.12
C 0.265 -5.534 -1.824 -0.94
C -0.873 -0.601 3.920 -1.03
H 0.745 -6.405 -2.262 0.32
H -4.054 0.249 3.559 0.30
O -0.100 1.384 -0.590 -0.58
H 0.002 4.571 -1.651 0.32
C 0.689 1.582 -1.496 0.53
H 2.163 -3.650 -3.902 0.35
H 0.913 0.516 -3.367 0.40
H -2.602 1.378 6.470 0.34
H 1.930 -5.383 -3.835 0.33
H -0.566 2.168 1.981 -0.23
N 1.147 2.813 -1.817 0.10
H 0.339 2.631 3.426 0.39
H -2.402 2.985 5.750 0.33
```

As for the HOMO energy: -4.99 eV. The HOMO-LUMO gap is 4.731 eV. The total charge is 0. Its spin multiplicity is 1.

The molecule C4H6O2, computed with ωB97M-V with the def2-TZVPD basis set.

```
12
Properties=species:S:1:pos:R:3:mulliken_charge:R:1
O 2.187 -0.920 0.783 -0.51
H 0.447 1.036 -1.309 0.26
H 2.715 0.509 -0.549 0.35
H -2.646 0.576 0.766 0.23
C -0.603 -0.127 0.246 0.21
C -1.915 0.458 -0.032 -0.42
C 0.593 0.336 -0.493 -0.46
H 1.452 -1.542 0.872 0.33
H -0.421 -0.474 1.267 0.31
H -1.995 1.178 -0.847 0.23
O -1.621 -0.869 -0.432 -0.42
C 1.839 0.016 -0.136 -0.11
```

As for the HOMO energy: -9.09 eV. The HOMO-LUMO gap is 9.960 eV. The total charge is 0. Its spin multiplicity is 1.

A structure of composition C23H23MoNO5S4Si, computed with ωB97M-V with the def2-TZVPD basis set.

```
58
Properties=species:S:1:pos:R:3:mulliken_spin:R:1
N -1.290 -0.772 0.636 -0.02
C -4.927 0.033 0.898 0.00
H -1.879 -4.338 -0.873 0.00
C -1.043 3.174 0.551 0.02
C -2.027 -3.021 2.391 0.00
H -5.762 2.005 1.114 0.00
C -0.726 5.858 0.101 0.00
C -1.355 3.682 -0.697 0.00
C -4.862 1.416 1.006 0.00
C 2.370 -0.874 -0.711 0.01
H -1.816 -4.064 2.634 0.00
C 3.080 -1.079 -3.007 0.00
H -0.599 6.918 -0.076 0.00
O -1.188 1.780 0.779 0.04
C -2.511 -0.136 0.734 0.03
C -3.783 -0.732 0.773 0.01
C 0.930 0.115 -2.502 -0.02
H 1.115 -2.687 1.506 0.00
H -3.154 -3.123 -0.853 0.00
H 3.650 -1.705 0.832 0.00
H 7.070 -2.560 -2.383 0.00
C 0.503 -3.178 0.747 0.00
H -1.585 -2.400 3.174 0.00
O 0.675 0.295 -3.668 0.02
H -3.869 -1.805 0.699 0.00
C 6.051 -2.938 -2.285 0.00
H 1.561 -0.677 0.014 -0.13
H -3.546 3.116 1.055 0.00
H -0.313 3.519 2.529 0.00
H -1.644 -2.795 -1.696 0.00
C -1.193 5.039 -0.918 0.00
H 6.033 -4.020 -2.444 0.00
H 2.910 -0.880 -4.055 0.00
Si -1.262 -2.537 0.733 0.00
S 2.249 1.691 3.306 0.06
H -0.030 5.958 2.130 0.00
C -0.568 3.966 1.576 0.00
S 0.995 0.126 2.612 -0.07
O 5.210 -2.299 -3.237 0.00
O 0.190 0.532 -1.502 0.03
C 2.157 -0.633 -2.055 0.04
S 2.087 2.251 0.157 0.09
C 4.176 -1.749 -2.534 0.00
H -1.427 5.455 -1.888 0.00
H -3.108 -2.881 2.430 0.00
O 5.549 -2.639 -0.985 0.00
C -3.627 2.041 0.971 -0.01
C 3.492 -1.534 -0.224 -0.01
Mo 0.332 0.527 0.452 1.90
C 4.384 -1.961 -1.172 0.00
H 0.490 -4.246 0.981 0.00
C -0.409 5.322 1.341 0.00
H -1.703 3.013 -1.475 0.00
C -2.074 -3.265 -0.809 0.00
S 3.425 1.972 1.676 0.03
H 0.982 -3.074 -0.225 0.00
C -2.500 1.262 0.818 -0.03
H -5.891 -0.460 0.915 0.00
```

As for the HOMO energy (alpha / beta): -7.66 / -7.72 eV. The HOMO-LUMO gap (alpha / beta) is 6.213 / 6.373 eV. The total charge is 0. Its spin multiplicity is 3.

A structure of composition C30H37Cl5CrN6O7PS, computed with ωB97M-V with the def2-TZVPD basis set.

```
88
Properties=species:S:1:pos:R:3:mulliken_spin:R:1
C -2.236 6.143 3.392 0.00
C 0.866 -4.199 -0.112 -0.01
H -1.484 6.671 3.964 0.00
H -5.419 6.507 2.286 0.00
C -6.837 -0.096 -0.926 0.00
H -6.413 2.042 -1.011 0.00
N -0.487 -0.001 -4.881 0.00
H -3.705 7.690 3.611 0.00
H -6.021 1.167 -2.492 0.00
H 0.381 -1.236 -6.359 0.00
O 2.542 2.358 -1.880 0.00
H -7.700 1.516 -2.082 0.00
H 0.091 0.433 -6.855 0.00
O -1.445 2.507 1.395 0.00
H -2.389 0.902 -5.027 0.00
N -3.690 2.052 1.312 0.00
Cl -2.600 -2.500 -0.946 0.00
H -4.931 4.310 1.317 0.00
S -2.815 0.975 -1.026 0.00
C -3.486 6.716 3.194 0.00
H 1.533 0.291 3.613 0.00
Cl 1.942 -6.656 -0.263 0.00
H -1.010 1.996 -5.232 0.00
H 0.232 -4.547 -4.221 0.00
C -0.821 -0.234 2.193 -0.01
H -0.984 4.442 2.997 0.00
H -1.269 -0.694 -6.723 0.00
C -0.315 -0.400 -6.278 0.00
C -1.381 1.135 -4.672 0.00
H 1.661 -2.645 -2.301 0.00
C 0.672 -5.532 -0.467 0.00
C -1.367 -3.714 -0.799 0.01
O 0.017 -1.985 0.037 -0.04
H -1.417 1.400 -3.622 0.00
N -0.461 -2.577 -4.037 0.00
C -2.571 2.894 1.577 0.00
C 2.326 -1.878 -2.692 0.00
Cl 2.351 -3.656 0.557 0.00
C -4.454 6.049 2.455 0.00
O -1.104 -0.331 3.462 0.00
H -5.586 -1.588 0.039 0.00
H 3.188 -2.369 -3.146 0.00
N 1.635 -1.063 -3.690 0.00
H 3.022 0.526 -3.643 0.00
C 1.526 1.278 -0.057 0.01
N 0.493 0.582 0.417 -0.02
C 1.392 1.839 -1.445 0.01
P 0.002 -1.034 -3.721 0.00
C 2.633 1.597 0.720 0.00
C -1.954 4.899 2.858 0.00
C 2.491 -0.095 -4.369 0.00
C -5.485 -0.617 -0.447 0.00
H -2.188 -3.738 -3.698 0.00
C -1.594 -5.038 -1.137 0.00
C -3.823 1.072 0.377 0.00
H 3.448 2.151 0.280 0.00
N -4.882 0.301 0.528 0.00
H 2.677 -1.265 -1.856 0.00
O -1.680 -0.536 1.384 -0.02
H -7.520 -0.012 -0.076 0.00
H -2.175 -2.865 -5.239 0.00
Cl -0.797 -7.594 -1.417 0.00
H 2.377 2.814 -2.717 0.00
C -6.734 1.231 -1.669 0.00
C -2.928 4.216 2.131 0.00
H 3.523 1.415 2.666 0.00
H -4.508 2.269 1.865 0.00
C 2.664 1.204 2.044 0.00
C -4.179 4.800 1.925 0.00
Cr -1.018 -0.588 -0.559 1.09
O 0.352 1.896 -2.032 0.01
C -0.154 -3.264 -0.294 0.00
H 3.234 -0.621 -4.971 0.00
H -7.263 -0.861 -1.578 0.00
Cl -3.130 -5.525 -1.720 0.00
H 1.902 0.545 -5.020 0.00
H 1.399 -3.311 -4.717 0.00
C 0.348 -3.583 -4.722 0.00
C 0.487 0.298 1.727 0.00
C -1.901 -2.803 -4.181 0.00
H -2.465 -1.992 -3.723 0.00
H 0.025 -3.698 -5.761 0.00
C -0.558 -5.956 -0.984 0.00
H -4.795 -0.709 -1.279 0.00
O -0.637 -0.578 -2.413 -0.03
H -0.391 -0.023 4.037 0.00
C 1.549 0.570 2.567 0.00
H -5.422 0.422 1.376 0.00
```

As for the HOMO energy (alpha / beta): -13.17 / -13.19 eV. The HOMO-LUMO gap (alpha / beta) is 6.864 / 7.178 eV. The total charge is +2. Its spin multiplicity is 2.

Listing maximum force for the structures above in their given order: 3.7 2.5 0.1 0.3 2.0 0.4 eV/A.